{"formula": "C74H121Cl6N7O20", "method": "wB97M-V/def2-TZVPD", "symbols": ["C", "C", "C", "C", "N", "H", "H", "H", "H", "H", "H", "H", "C", "C", "C", "C", "N", "H", "H", "H", "H", "H", "H", "H", "C", "C", "C", "C", "N", "H", "H", "H", "H", "H", "H", "H", "C", "C", "C", "C", "N", "H", "H", "H", "H", "H", "H", "H", "C", "C", "C", "C", "N", "H", "H", "H", "H", "H", "H", "H", "C", "C", "C", "C", "N", "H", "H", "H", "H", "H", "H", "H", "C", "C", "C", "C", "N", "H", "H", "H", "H", "H", "H", "H", "O", "C", "O", "C", "C", "C", "H", "H", "H", "H", "H", "H", "O", "C", "O", "C", "C", "C", "H", "H", "H", "H", "H", "H", "O", "C", "O", "C", "C", "C", "H", "H", "H", "H", "H", "H", "O", "C", "O", "C", "C", "C", "H", "H", "H", "H", "H", "H", "O", "C", "O", "C", "C", "C", "H", "H", "H", "H", "H", "H", "O", "C", "O", "C", "C", "C", "H", "H", "H", "H", "H", "H", "O", "C", "O", "C", "C", "C", "H", "H", "H", "H", "H", "H", "O", "C", "O", "C", "C", "C", "H", "H", "H", "H", "H", "H", "O", "C", "O", "C", "C", "C", "H", "H", "H", "H", "H", "H", "O", "C", "O", "C", "C", "C", "H", "H", "H", "H", "H", "H", "Cl", "C", "C", "Cl", "H", "H", "H", "H", "Cl", "C", "C", "Cl", "H", "H", "H", "H", "Cl", "C", "C", "Cl", "H", "H", "H", "H"], "xyz": [[-2.182132, -2.946578, 5.698986], [-0.879234, -2.912371, 4.857273], [-0.991479, -1.825343, 3.753602], [-1.943965, -2.169256, 2.702969], [-2.619675, -2.458614, 1.780881], [-3.033484, -2.885462, 5.072037], [-2.101451, -2.023919, 6.352167], [-2.060613, -3.874918, 6.265102], [-0.781016, -3.887634, 4.340808], [0.005904, -2.702265, 5.416571], [-0.101192, -1.613378, 3.171102], [-1.321520, -0.836234, 4.158587], [4.479526, 2.235431, 1.297966], [5.818105, 1.568741, 1.216342], [6.475554, 1.615775, -0.153255], [6.978699, 2.911979, -0.636647], [7.229432, 3.949408, -0.994300], [3.912432, 1.984547, 2.206434], [3.872030, 1.867193, 0.437913], [4.647269, 3.303066, 1.333692], [5.862127, 0.513350, 1.574553], [6.482726, 2.036080, 1.927470], [5.741273, 1.251778, -0.847789], [7.304308, 0.925352, -0.181411], [2.729474, -0.141870, -5.177300], [2.247511, 0.822890, -4.122632], [0.774064, 0.538494, -3.563796], [0.695831, -0.725335, -2.859716], [0.706239, -1.635117, -2.128129], [3.726489, 0.125849, -5.615610], [2.019275, -0.094851, -5.997310], [2.718009, -1.217137, -4.996039], [2.166546, 1.818781, -4.551524], [2.857929, 0.959603, -3.232992], [0.036854, 0.476599, -4.372463], [0.446176, 1.334834, -2.894931], [2.755646, 5.754232, 5.643792], [3.158835, 5.472342, 4.195047], [2.432934, 4.308155, 3.508988], [0.991697, 4.584965, 3.447546], [-0.078734, 4.884005, 3.186217], [2.924568, 4.881919, 6.264777], [1.631564, 5.851587, 5.717521], [3.274019, 6.618187, 6.069601], [4.216796, 5.165150, 4.140125], [2.967064, 6.344761, 3.591321], [2.648212, 3.335498, 3.999925], [2.710725, 4.262888, 2.476302], [-3.379790, 6.218987, -5.726101], [-3.620374, 4.737757, -5.915613], [-3.838238, 3.925391, -4.686541], [-2.691476, 3.695454, -3.812358], [-1.686759, 3.443069, -3.297738], [-3.181740, 6.690906, -6.707307], [-2.506549, 6.426816, -5.139444], [-4.225350, 6.676222, -5.231110], [-2.753499, 4.413919, -6.552669], [-4.493830, 4.511508, -6.570895], [-4.112723, 2.934403, -4.930620], [-4.631145, 4.432243, -4.140695], [2.560131, 5.451887, -2.306756], [3.297943, 6.714749, -2.017996], [4.458039, 6.513152, -1.013280], [4.011917, 6.148615, 0.304281], [3.780049, 5.807826, 1.359203], [3.206760, 4.642406, -2.681818], [1.682426, 5.690319, -2.916634], [2.103812, 5.070395, -1.389767], [2.564118, 7.411803, -1.630208], [3.669914, 7.202330, -2.911938], [5.216646, 7.332073, -0.928060], [5.089203, 5.639046, -1.258523], [-7.681295, -3.310755, 3.456900], [-6.113474, -3.100412, 3.473408], [-5.925329, -1.610656, 3.709951], [-6.293330, -0.702549, 2.565748], [-6.675727, 0.097268, 1.817710], [-8.128215, -2.970545, 4.376098], [-7.949569, -4.371176, 3.330452], [-8.161394, -2.708720, 2.716400], [-5.714222, -3.480529, 2.492041], [-5.631828, -3.686483, 4.307792], [-4.851161, -1.461235, 3.918247], [-6.524552, -1.338927, 4.587207], [-4.950091, 5.641912, -1.988154], [-5.217371, 4.733308, -1.260150], [-5.627279, 4.950591, 0.050272], [-6.054151, 3.730510, 0.667588], [-5.311731, 2.545426, -0.100852], [-5.353965, 3.171288, -1.470387], [-7.117839, 3.568884, 0.414828], [-5.823251, 3.765038, 1.707868], [-5.847429, 1.655058, 0.026841], [-4.264213, 2.376082, 0.216275], [-6.263886, 2.981662, -2.031732], [-4.523704, 2.767905, -2.054581], [-0.222693, -6.217827, 4.353737], [0.605436, -5.956494, 5.202113], [0.391944, -6.188217, 6.524657], [1.563319, -5.832646, 7.235474], [2.796606, -5.672576, 6.278160], [1.965401, -5.463152, 4.916116], [1.720774, -6.465676, 8.008440], [1.419880, -4.843976, 7.684673], [3.287176, -6.630267, 6.237171], [3.442307, -4.846312, 6.508715], [2.388781, -6.014776, 4.109878], [1.927068, -4.416694, 4.694217], [5.891943, -4.182654, 0.512069], [5.237475, -3.499031, 1.227133], [4.112693, -3.995798, 1.753413], [3.382484, -2.900074, 2.524728], [4.039527, -1.600977, 2.214675], [5.388640, -2.089083, 1.706648], [3.523246, -3.243747, 3.536600], [2.288389, -2.939158, 2.166710], [4.158641, -1.018970, 3.116844], [3.414673, -1.084433, 1.469299], [6.123068, -2.057596, 2.470304], [5.792547, -1.493333, 0.833420], [-2.164891, -0.189582, -4.426149], [-2.983877, -0.285107, -3.546840], [-4.253871, 0.219569, -3.624917], [-4.967951, -0.171096, -2.356944], [-3.818329, -0.435124, -1.374016], [-2.782061, -1.079393, -2.261517], [-5.471751, -1.111332, -2.537686], [-5.787581, 0.593031, -2.226353], [-4.187869, -1.079011, -0.557176], [-3.536747, 0.403009, -0.845452], [-3.165098, -2.093575, -2.349195], [-1.791756, -1.178487, -1.878290], [3.382654, -2.046980, 6.214067], [3.956570, -0.957328, 6.058309], [5.297394, -0.968643, 5.833361], [5.802638, 0.347347, 5.479382], [4.628054, 1.365255, 5.565660], [3.413593, 0.462868, 5.846463], [6.213823, 0.314582, 4.454048], [6.529709, 0.686695, 6.174449], [4.608034, 1.884875, 4.609101], [4.747002, 2.045997, 6.376714], [2.586194, 0.529052, 5.053447], [3.019679, 0.761458, 6.866252], [1.466933, 0.862351, 3.085435], [1.125597, 1.059426, 1.963654], [1.316621, 2.298353, 1.426716], [0.696898, 2.389261, 0.136818], [-0.274387, 1.263768, 0.021042], [0.361019, 0.256248, 0.964470], [1.540508, 2.172207, -0.592437], [0.350292, 3.434168, -0.062192], [-0.454614, 0.846738, -0.975261], [-1.264523, 1.524469, 0.426208], [1.194196, -0.327861, 0.440101], [-0.354952, -0.494455, 1.416972], [4.187958, -0.263944, -0.866072], [4.178727, -1.355040, -1.384805], [3.456440, -2.367463, -0.888046], [3.402639, -3.433805, -1.911187], [4.645426, -3.228127, -2.752690], [4.928696, -1.732115, -2.587941], [2.529316, -3.269871, -2.543512], [3.371318, -4.358015, -1.364278], [4.507480, -3.731565, -3.725631], [5.440191, -3.781042, -2.296849], [4.655111, -1.018991, -3.361646], [6.008617, -1.538833, -2.432559], [-3.683236, 1.329441, -7.019346], [-2.722315, 0.632507, -7.293591], [-1.419148, 1.109177, -7.116431], [-0.455426, 0.051378, -7.406221], [-1.191936, -0.843074, -8.444022], [-2.686790, -0.697969, -7.991830], [-0.235351, -0.487439, -6.474333], [0.481387, 0.494453, -7.701712], [-0.778096, -1.821223, -8.432162], [-1.153493, -0.351707, -9.395849], [-2.952221, -1.405181, -7.232508], [-3.349616, -0.759983, -8.820906], [2.176421, -3.721278, -5.279861], [0.993393, -3.893583, -5.195166], [0.195532, -2.801839, -5.323255], [-1.138380, -3.206344, -5.219740], [-1.115838, -4.498775, -4.397367], [0.162313, -5.147066, -4.851056], [-1.623041, -3.292541, -6.210044], [-1.632315, -2.258383, -4.857447], [-2.033782, -5.104023, -4.639315], [-0.983447, -4.243889, -3.283020], [-0.055851, -5.752738, -5.782250], [0.655729, -5.693307, -4.085709], [-1.421034, -6.352074, -1.448301], [-0.635689, -5.769369, -0.747633], [-0.684467, -4.487235, -0.504788], [0.244180, -4.070373, 0.506847], [0.912830, -5.292947, 1.061082], [0.402095, -6.467922, 0.142219], [-0.409737, -3.456542, 1.119609], [0.901701, -3.396602, -0.037511], [0.728979, -5.415334, 2.144443], [1.989622, -5.169991, 0.995081], [-0.059139, -7.300910, 0.740717], [1.171053, -6.918994, -0.436554], [-6.590014, -4.436021, -1.110653], [-5.641491, -5.674751, -1.883568], [-4.396157, -5.152214, -2.496940], [-4.896040, -4.226022, -3.943995], [-6.221006, -6.190543, -2.601617], [-5.363500, -6.412165, -1.120370], [-3.672861, -5.869644, -2.836389], [-3.909180, -4.493199, -1.798976], [-2.891193, 1.850158, 5.781968], [-2.684485, 2.944208, 4.360149], [-1.826814, 2.344287, 3.202653], [-2.707415, 0.978206, 2.498807], [-2.129546, 3.827710, 4.778750], [-3.743761, 3.192407, 4.052411], [-0.805510, 2.058645, 3.397638], [-1.830479, 3.042075, 2.392812], [-0.146124, 6.532674, -0.878986], [-1.838330, 6.978474, -0.473857], [-2.375541, 6.067530, 0.543904], [-2.407538, 4.399234, -0.032303], [-2.438573, 6.935453, -1.385785], [-1.867039, 8.017949, -0.070834], [-3.383945, 6.347153, 0.774108], [-1.822563, 6.102218, 1.493820]], "atomic_forces_ev_per_a": [[3.0, 1.1, 1.1], [-1.3, -0.1, -2.0], [-0.6, 0.7, 0.3], [-2.2, -1.0, -2.7], [1.7, 0.8, 2.7], [-0.9, -0.3, -0.4], [-0.6, -1.2, -0.4], [-0.9, 0.3, 0.2], [0.2, 0.5, 0.3], [0.5, 0.0, 0.7], [0.7, -0.1, 0.4], [0.3, -0.7, -0.1], [-0.8, -0.8, -0.3], [1.2, -0.7, 1.1], [0.3, 0.0, -0.2], [-1.5, -2.8, 1.5], [0.9, 2.8, -1.0], [0.3, -0.1, -0.2], [0.2, 0.7, 0.5], [-0.4, 0.4, -0.5], [-0.6, 0.6, -0.6], [0.4, 0.4, 0.3], [-0.2, -0.1, -0.6], [0.4, -0.3, 0.0], [0.4, -0.2, -1.1], [-1.6, 0.3, 1.0], [0.9, -0.1, -1.4], [0.4, -1.4, 2.1], [-0.2, 1.3, -1.5], [-0.8, -0.1, 0.6], [0.0, 0.3, -0.4], [0.2, 0.0, 0.8], [0.1, 0.1, -0.2], [0.5, -0.4, 0.0], [0.2, 0.2, 0.0], [0.1, 0.0, 0.0], [-1.4, -0.6, -0.2], [0.3, -0.6, 0.4], [-0.7, -0.1, 1.4], [1.1, -0.5, -0.3], [-1.1, 0.3, 0.2], [0.5, -0.2, 0.3], [1.1, 0.5, -0.1], [-0.2, -0.1, -0.1], [-0.2, 0.7, 0.0], [0.4, 0.3, -0.2], [-0.4, 0.5, -0.3], [0.4, -0.2, -0.4], [-0.5, 0.2, -0.6], [1.2, -0.2, -2.6], [0.1, 0.5, 1.1], [1.5, 0.2, -0.1], [-0.8, 0.1, 0.0], [-0.4, -0.1, 0.5], [0.5, -0.1, 0.5], [-0.2, 0.4, 0.0], [-0.6, -0.4, 0.8], [0.4, 0.5, 0.4], [-0.8, -1.1, -0.5], [-0.1, -0.3, 0.4], [-0.6, -0.8, 0.2], [0.7, 0.7, 0.5], [0.9, 0.0, -0.6], [0.4, 0.7, -1.1], [-0.5, -0.5, 1.6], [-0.4, 0.4, -0.3], [0.4, -0.4, -0.4], [0.2, -0.1, 0.2], [0.0, 0.3, 0.4], [0.3, -0.2, -0.3], [-1.0, -0.3, -0.1], [-0.2, 0.2, -0.5], [1.3, -1.2, 0.4], [-1.7, -1.0, -0.6], [1.3, 0.3, -0.6], [-0.6, 0.3, 0.4], [0.6, -1.1, 0.7], [0.0, 0.0, 0.7], [0.0, 0.4, -0.1], [-0.1, 0.2, -0.9], [-0.1, 0.6, 1.0], [-0.5, 0.7, -0.8], [-0.4, 0.5, 0.0], [0.2, 0.3, -0.2], [0.1, -0.5, 0.1], [-1.1, -1.3, 1.3], [0.4, 0.1, -0.8], [0.5, -1.6, -1.6], [0.2, 2.8, 0.8], [1.4, 0.5, -0.9], [0.2, 0.3, 0.7], [-0.2, 0.2, 0.7], [-0.8, -1.2, 0.0], [-0.6, 0.3, 0.1], [-0.3, 0.1, 0.0], [-0.1, 0.4, -0.3], [0.4, 0.4, 1.0], [-1.4, -1.2, -0.8], [0.3, 0.1, -1.1], [1.0, 3.6, -1.1], [-3.1, -0.9, -1.3], [1.8, 0.0, 2.2], [0.4, -2.4, 2.2], [-0.3, 0.0, 0.0], [0.6, -0.1, -0.1], [0.2, 0.2, 0.2], [0.2, -0.2, -0.8], [-0.1, 0.7, -0.3], [1.3, -0.1, -0.8], [-1.4, -0.1, 0.7], [-1.6, 1.2, 0.8], [-1.3, -2.5, -1.0], [0.1, -0.2, -0.7], [0.7, 1.6, -2.5], [-0.4, 0.2, 0.5], [1.7, -0.1, 0.8], [-0.2, 0.4, 0.1], [0.7, 0.1, 0.2], [0.8, -0.1, 0.8], [-0.4, -0.5, 1.0], [-0.5, 0.4, -0.1], [-0.1, -0.9, -0.2], [0.7, -0.7, 1.1], [0.1, 0.7, -1.1], [-2.1, -1.4, 0.6], [-1.6, 0.4, 0.2], [-0.1, -0.3, -0.3], [1.4, -0.6, 0.4], [0.2, -0.2, -0.4], [1.0, 2.3, 0.7], [0.2, -0.3, -0.8], [0.7, 0.4, 0.0], [0.9, 3.0, 0.0], [-0.6, -2.5, -1.4], [0.0, 0.9, 0.2], [-1.0, 0.3, -0.6], [0.0, -1.7, -0.9], [-1.3, 0.4, 0.8], [-0.1, -0.2, 0.6], [1.0, -0.4, 0.5], [-0.4, 0.2, 0.2], [0.3, 0.6, 0.4], [1.2, -0.4, 1.3], [-0.1, -0.3, -1.3], [0.6, -1.0, 1.1], [-1.1, 2.0, -1.0], [-0.4, -0.2, 0.3], [2.0, 0.9, -2.1], [-1.3, -0.5, 0.7], [0.5, -2.5, -0.3], [-0.8, 0.5, 0.5], [0.1, -1.0, 0.5], [0.3, 0.3, 0.1], [0.3, 0.1, -0.2], [-1.1, 0.4, 0.3], [0.9, 1.0, -0.5], [-0.2, 0.0, 0.2], [-0.5, 0.5, 1.0], [-0.1, -0.3, -0.7], [0.0, 0.8, 0.1], [-0.1, -0.7, -0.3], [1.3, -0.4, -1.0], [-0.2, -0.1, 0.4], [-0.1, -0.4, 0.1], [0.0, 1.0, 0.1], [0.7, -0.2, 0.4], [-0.3, -0.3, -0.4], [-0.5, -0.1, 0.1], [1.6, -1.3, -0.3], [-0.1, 2.4, -0.2], [-0.7, -0.9, 0.0], [-1.4, -0.3, 0.3], [-0.7, 1.6, 1.5], [1.9, -0.1, 0.5], [-0.3, -0.1, -0.2], [0.1, 0.3, -0.5], [0.1, -0.9, -0.3], [0.5, -0.1, -0.7], [-0.3, -0.7, 0.3], [-0.8, 0.1, -0.4], [0.4, -0.8, 0.1], [0.5, 0.6, 0.0], [1.0, -0.8, -0.5], [-2.1, 1.8, 0.2], [-1.4, 0.5, 1.2], [-0.2, 0.8, -1.9], [0.5, -0.6, 0.0], [0.1, -1.5, 0.5], [0.9, 0.6, 0.8], [-0.7, -0.4, -1.6], [0.7, 0.5, 1.0], [0.5, -0.7, 0.3], [-0.1, 0.2, -0.8], [-0.1, -2.1, 1.2], [-0.4, 0.4, -0.7], [-0.6, 1.3, -1.0], [0.5, -1.0, 0.5], [-0.7, 0.8, 1.8], [0.4, -0.2, 0.7], [0.4, 0.1, 0.2], [-0.4, -0.3, -0.6], [0.2, -0.1, -0.2], [0.2, 0.9, -0.7], [0.7, -0.2, -0.6], [-0.5, 0.6, 0.3], [1.0, -1.5, 1.0], [-0.1, 0.8, -0.3], [0.3, 0.5, -0.4], [-0.8, -0.4, -0.7], [-0.1, 0.2, 0.0], [0.0, -0.6, 0.1], [0.3, 0.4, 0.1], [0.2, -0.1, -0.3], [0.6, 0.6, 0.0], [-1.7, 0.5, 0.6], [-0.3, -0.8, -0.1], [-0.8, -0.7, -0.6], [1.5, -0.2, 0.0], [0.1, -0.1, 0.6], [0.2, 0.8, -0.2], [-0.2, 0.4, 0.0], [0.3, 1.2, -0.5], [0.1, -0.3, 1.4], [0.1, -0.5, 0.1], [0.2, 0.0, 0.0], [0.2, -0.7, -0.4], [-0.7, 0.1, 0.0], [0.1, -0.2, -0.4]], "mulliken_charge": [-1.071, -0.231, 2.162, -0.360, -0.462, -0.070, 0.277, 0.505, -0.303, 0.759, -1.113, -0.133, 0.603, 0.178, -0.103, -0.112, -0.541, -0.489, -0.280, 0.247, -0.717, 0.826, -0.340, 0.671, -0.954, -0.204, 1.545, 0.159, -0.073, 0.454, -0.036, 0.150, 0.642, -0.156, -1.011, -0.300, -1.247, -0.769, 2.648, -0.076, -0.494, 0.247, 0.288, 0.368, 0.439, 0.348, -0.582, -1.001, -1.323, -0.479, 0.111, 0.193, -0.429, 0.395, 0.310, 0.326, 0.132, 0.443, 0.228, 0.223, -0.560, -0.457, -0.507, 0.258, -0.308, 0.394, 0.431, -0.352, 0.292, 0.378, 0.384, 0.051, -1.428, -0.158, 0.157, 0.207, -0.500, 0.401, 0.355, 0.380, 0.225, 0.291, -0.426, 0.499, -0.549, 0.314, -0.416, -0.897, 0.299, 0.312, 0.314, 0.431, 0.786, -0.680, 0.468, -0.437, -0.598, 0.302, -0.386, -0.639, -0.580, 0.612, 0.476, 0.274, 0.310, 0.278, 0.663, -0.636, -0.674, 0.089, -0.375, 1.117, 1.987, -0.522, 0.198, -1.108, -0.227, -1.244, 0.753, -0.010, -0.058, 0.003, -0.464, -0.598, 0.191, 0.878, 0.437, 0.198, 0.373, -0.559, -0.454, -0.259, -0.595, 0.368, -0.379, -0.516, -0.194, 0.454, 0.132, 0.446, -0.260, 0.574, -0.513, 0.556, -0.557, -0.272, 0.423, 0.020, 2.871, 1.670, -0.164, -0.359, -1.046, -1.337, -0.834, -0.781, -0.241, -0.332, 0.815, -0.231, -0.951, -0.506, -0.226, 0.408, 0.436, 0.393, 0.125, 0.367, -0.596, 0.570, -0.403, 1.101, -0.808, -0.398, -0.991, 0.497, 0.354, 0.353, -0.003, 0.518, -0.685, 0.297, -0.012, 0.495, 0.704, -0.681, 0.113, -0.662, 0.258, -0.576, 0.332, 0.320, -0.637, 0.352, -0.165, 1.725, 1.048, -0.703, -0.944, -0.781, -0.715, 0.082, 0.283, 0.380, -0.153, -0.634, -0.018, -0.201, 0.417, 0.331, 0.370, -0.071, -0.230, -0.443, 0.453, 0.181, 0.378, 0.192, -0.236, -0.207, -0.054, -0.594, -0.876, 0.139, 0.221, 0.391, 0.422, 0.318], "homo_lumo_gap_ha": 0.3841, "spin_multiplicity": 1}